No. 1
{"formula": "C23H43As3CsN2", "method": "ωB97M-V with the def2-TZVPD basis set", "symbols": ["Cs", "C", "C", "C", "C", "C", "C", "C", "C", "C", "H", "H", "H", "H", "H", "H", "H", "H", "H", "H", "H", "H", "C", "As", "C", "C", "C", "C", "C", "As", "C", "C", "C", "As", "C", "C", "H", "H", "H", "H", "H", "H", "H", "H", "H", "H", "H", "H", "H", "H", "H", "H", "H", "H", "H", "H", "H", "H", "H", "H", "H", "H", "H", "N", "C", "C", "N", "C", "H", "H", "H", "H"], "positions_angstrom": [[0.1060, -0.0860, 0.1268], [0.5204, -2.9400, 3.3421], [0.2496, -1.4582, 3.3348], [1.2971, -0.5431, 3.3575], [1.0638, 0.8286, 3.3286], [2.2122, 1.8034, 3.3124], [-0.2503, 1.2786, 3.2818], [-1.3199, 0.3895, 3.2497], [-2.7357, 0.8941, 3.1464], [-1.0534, -0.9746, 3.2800], [0.5938, -3.3281, 2.3226], [-0.2793, -3.4847, 3.8423], [1.4567, -3.1690, 3.8489], [2.3189, -0.9074, 3.3983], [2.5248, 2.0219, 2.2872], [3.0782, 1.4042, 3.8385], [1.9352, 2.7486, 3.7772], [-0.4448, 2.3467, 3.2652], [-3.4379, 0.1970, 3.6014], [-3.0303, 1.0191, 2.1008], [-2.8476, 1.8612, 3.6348], [-1.8802, -1.6779, 3.2595], [4.2265, 0.3218, -1.7284], [2.4562, 0.4048, -2.5658], [2.8883, -0.7189, -4.1150], [2.7415, 2.1834, -3.3818], [1.6087, 2.9022, -4.1435], [0.9730, 1.9447, -5.1528], [0.5607, 3.4842, -3.1742], [-0.8067, 2.3097, -2.3616], [-1.5619, 3.7029, -1.2064], [-2.1784, 2.3850, -3.7615], [2.2942, 4.0931, -4.8537], [1.5103, 5.2705, -6.2601], [1.5453, 4.0500, -7.8014], [-0.4402, 5.2479, -5.9799], [5.0080, 0.5974, -2.4362], [4.4115, -0.6939, -1.3799], [4.2703, 0.9972, -0.8746], [3.7396, -0.3017, -4.6530], [2.0370, -0.7877, -4.7894], [3.1427, -1.7222, -3.7748], [3.5835, 2.0349, -4.0633], [3.1057, 2.8334, -2.5808], [0.5410, 1.0807, -4.6362], [1.7143, 1.5763, -5.8650], [0.1764, 2.4310, -5.7126], [-0.0033, 4.2704, -3.6750], [1.0834, 3.9630, -2.3405], [-1.7571, 4.6174, -1.7665], [-0.8635, 3.9281, -0.4000], [-2.4979, 3.3533, -0.7716], [-2.2787, 3.4003, -4.1436], [-3.1354, 2.0659, -3.3501], [-1.9165, 1.7140, -4.5774], [3.1986, 3.7344, -5.3563], [2.6480, 4.7832, -4.0823], [2.5680, 3.7073, -7.9598], [1.2471, 4.6267, -8.6768], [0.8869, 3.1887, -7.7096], [-0.7014, 5.8208, -5.0902], [-0.8756, 4.2524, -5.9180], [-0.8755, 5.7591, -6.8392], [-1.9127, -3.0100, -3.6354], [-2.5221, -3.7248, -2.6356], [-2.1955, -3.0778, -1.4827], [-1.4019, -1.9861, -1.7578], [-1.2534, -1.9776, -3.0606], [-1.9522, -3.2096, -4.6197], [-3.1142, -4.6010, -2.8306], [-2.4852, -3.3323, -0.4769], [-0.6913, -1.2605, -3.6386]], "atomic_forces_ev_per_a": [[-0.072, -0.188, 0.152], [-0.009, 0.031, 0.016], [0.047, -0.101, 0.029], [0.102, -0.038, -0.046], [0.124, 0.044, 0.020], [-0.022, -0.017, 0.035], [-0.037, 0.119, -0.066], [-0.141, 0.061, -0.004], [0.028, -0.009, 0.040], [-0.083, -0.084, -0.051], [0.003, -0.020, 0.006], [-0.005, 0.005, -0.009], [0.004, 0.009, -0.010], [-0.009, 0.006, 0.055], [0.011, 0.010, 0.002], [-0.004, -0.003, -0.004], [-0.002, -0.002, -0.004], [-0.011, -0.010, 0.046], [0.003, 0.001, -0.003], [-0.012, 0.005, 0.000], [0.003, -0.001, -0.003], [0.004, 0.009, 0.054], [0.007, -0.038, 0.002], [0.126, 0.064, -0.179], [-0.020, 0.012, 0.035], [0.005, 0.003, -0.024], [-0.060, -0.025, -0.048], [0.028, 0.054, 0.097], [0.030, -0.041, -0.020], [-0.034, 0.154, -0.205], [-0.007, 0.012, 0.007], [0.036, -0.026, 0.036], [-0.020, -0.005, -0.016], [-0.080, -0.080, 0.018], [0.033, 0.044, 0.002], [0.031, 0.052, 0.015], [-0.012, 0.014, -0.025], [0.011, 0.003, 0.017], [-0.004, 0.005, 0.009], [0.000, 0.001, -0.012], [0.011, -0.003, -0.011], [-0.012, 0.006, 0.034], [0.016, -0.005, 0.000], [-0.006, -0.012, 0.024], [-0.013, -0.011, -0.035], [0.002, 0.006, 0.007], [-0.003, -0.011, -0.011], [-0.004, 0.013, -0.015], [-0.019, -0.002, 0.025], [0.018, -0.003, -0.028], [-0.012, 0.012, 0.014], [0.003, -0.011, 0.009], [0.008, 0.016, -0.007], [0.020, -0.014, 0.046], [-0.009, 0.014, -0.024], [-0.001, -0.002, -0.017], [0.000, 0.017, -0.006], [-0.007, 0.001, -0.004], [0.007, -0.016, -0.007], [-0.013, 0.007, 0.047], [-0.010, -0.001, -0.016], [0.022, -0.019, 0.006], [0.018, 0.002, -0.001], [0.020, 0.040, -0.004], [0.012, 0.030, 0.032], [-0.018, -0.039, -0.048], [0.035, 0.019, 0.037], [-0.074, -0.087, -0.065], [-0.007, -0.019, -0.007], [0.005, 0.013, 0.004], [0.003, 0.003, -0.011], [0.017, 0.029, 0.066]], "orbital_gap_ev": 8.222, "charge": 1, "fmax_ev_per_a": 0.3, "mol_weight_g_mol": 705.282, "multiplicity": 1, "relative_energy_kcal_mol": 9.5, "e_homo_ev": -10.411}

No. 2
{"formula": "C20H16EuF6N8O7S4", "method": "ωB97M-V with the def2-TZVPD basis set", "symbols": ["Eu", "N", "C", "S", "N", "N", "C", "C", "C", "C", "C", "C", "C", "O", "H", "H", "H", "H", "H", "H", "H", "N", "C", "C", "C", "C", "C", "C", "S", "O", "O", "N", "C", "N", "C", "C", "C", "N", "H", "H", "H", "H", "H", "H", "H", "H", "H", "F", "C", "F", "F", "S", "O", "O", "N", "S", "O", "O", "C", "F", "F", "F"], "positions_angstrom": [[-18.0886, -0.8817, 4.5377], [-19.2452, 2.9795, 1.5206], [-19.2234, 1.9528, 2.5088], [-17.6447, 1.5501, 3.1590], [-20.4104, 1.4820, 2.8794], [-20.2187, 0.6065, 3.9327], [-21.2955, 0.1515, 4.4604], [-21.4360, -0.8440, 5.4646], [-22.7162, -1.4447, 5.6328], [-22.9706, -2.4056, 6.6187], [-21.9011, -2.8706, 7.4035], [-20.6696, -2.2395, 7.3417], [-20.4255, -1.0916, 6.4792], [-19.2787, -0.4598, 6.5086], [-18.4702, 2.6330, 0.9380], [-20.1525, 3.0061, 1.0540], [-22.2363, 0.5389, 4.0812], [-23.5396, -1.0855, 5.0377], [-24.0102, -2.7059, 6.7298], [-22.0351, -3.6395, 8.1721], [-19.8625, -2.5791, 7.9607], [-9.8340, -2.7806, 8.3164], [-11.3017, -2.9648, 8.1008], [-12.1354, -2.0829, 8.6798], [-13.5280, -2.0840, 8.5077], [-14.0457, -2.9592, 7.5763], [-13.1973, -3.8213, 6.8473], [-11.8189, -3.8123, 7.1070], [-15.8136, -2.9634, 7.1481], [-16.4575, -2.2305, 8.2477], [-16.2145, -4.3343, 6.8753], [-16.0165, -2.1043, 5.8629], [-15.1019, -1.6698, 4.9016], [-13.8290, -2.1207, 4.8142], [-13.1791, -1.6263, 3.7642], [-13.6559, -0.7054, 2.8388], [-15.0018, -0.3855, 2.9632], [-15.6416, -0.8003, 3.9945], [-9.6586, -3.1108, 9.2729], [-9.3717, -3.4453, 7.7835], [-11.7139, -1.3503, 9.3822], [-14.1561, -1.3550, 9.0621], [-13.5891, -4.4759, 6.1042], [-11.1512, -4.4790, 6.5226], [-12.0755, -1.7788, 3.7513], [-13.0404, -0.2883, 2.0086], [-15.4656, 0.3743, 2.3646], [-17.5360, -1.5487, -1.5706], [-17.1942, -2.7367, -2.1176], [-18.1786, -3.2265, -2.9227], [-16.0997, -2.5772, -2.8739], [-16.7612, -3.8686, -0.6771], [-15.6821, -3.2174, 0.0416], [-16.4138, -5.0941, -1.3492], [-18.1539, -3.9129, 0.0297], [-18.5367, -2.9379, 1.2463], [-17.4042, -2.5098, 2.0786], [-19.4120, -1.9395, 0.7224], [-19.6577, -4.0543, 2.3410], [-20.4302, -3.3927, 3.1338], [-20.4180, -4.7913, 1.5199], [-18.9225, -4.8656, 3.1577]], "atomic_forces_ev_per_a": [[-0.380, -0.153, -0.020], [0.827, -1.542, 0.255], [-1.594, 0.379, 0.700], [-0.477, 0.647, -0.716], [2.094, 0.743, 0.008], [-0.611, -1.122, 0.315], [-0.120, 1.053, -1.179], [-0.206, -0.813, 2.191], [0.920, -0.182, 1.020], [-0.007, 0.616, -0.904], [0.114, 0.616, 0.407], [-0.570, 0.775, -0.649], [0.801, -0.972, -0.596], [-1.399, -0.676, 0.198], [-0.568, 1.007, -0.399], [0.362, -0.232, -0.006], [-0.267, 0.116, -0.315], [-0.121, 0.024, -0.326], [0.299, -0.383, 0.152], [-0.079, 0.094, -0.434], [0.362, 0.047, 0.240], [-2.583, 0.270, 1.770], [2.043, -0.186, -1.851], [-1.131, 1.608, 2.179], [0.122, 0.312, -0.078], [-0.421, -0.773, -0.721], [1.030, 0.710, 1.331], [-0.265, -0.663, -0.143], [-0.098, 0.430, 1.533], [0.565, -1.226, -0.790], [0.352, 0.430, 0.522], [1.184, 1.816, -2.547], [-0.822, -1.263, 0.666], [-0.862, 0.637, -0.729], [1.859, 1.199, 0.134], [0.335, -0.402, -1.075], [2.099, 0.872, -0.213], [-1.499, -1.033, 2.097], [0.002, 0.488, -0.225], [1.087, -1.438, -1.568], [-0.101, -0.276, -0.307], [0.371, -0.756, -0.600], [-0.329, -0.249, -0.347], [-0.461, 0.469, 0.476], [-0.809, -0.515, -0.048], [-0.481, -0.577, 0.889], [-0.424, -0.028, -0.503], [-0.136, -0.529, -1.040], [0.246, -0.379, 0.914], [0.680, 0.752, 0.843], [-0.258, 0.264, -0.136], [1.365, 0.290, -0.485], [-0.993, -0.195, -0.681], [-0.605, -0.054, 0.214], [-0.146, -0.313, 1.335], [1.439, 0.043, -0.274], [-1.829, -0.543, -0.160], [-0.676, 0.363, 0.637], [1.714, -1.341, -0.798], [-0.928, 1.514, 0.668], [0.212, -0.089, 0.272], [-0.229, 0.317, -1.102]], "orbital_gap_ev": [5.903, 6.547], "charge": -2, "fmax_ev_per_a": 3.3, "mol_weight_g_mol": 874.617, "s2": 15.760, "multiplicity": 8, "e_homo_ev": [-1.808, -2.452]}